Density functional theory data (ωB97M-V/def2-TZVPD) for C24H26N2O6PPt as an isolated structure.

Each line ends with the natural charge from an NBO analysis.
CARTESIAN COORDINATES (ANGSTROEM)
1 Pt -0.434054 -0.464399 0.585015  0.55
2 C -2.297037 -3.330605 0.363913  -0.66
3 C -3.040422 -2.051428 0.498120  0.41
4 N -2.504772 -0.846233 0.560036  -0.51
5 C -3.528738 0.064561 0.727463  0.03
6 C -4.710439 -0.626026 0.736196  -0.02
7 N -4.375721 -1.948869 0.591885  -0.49
8 C -6.156175 -0.291849 0.858868  0.77
9 O -6.457759 0.962286 0.975791  -0.68
10 O -6.961915 -1.209214 0.833665  -0.66
11 C -3.304959 1.556340 0.889203  0.78
12 O -4.368941 2.251684 0.902833  -0.74
13 O -2.148062 1.970456 0.898911  -0.70
14 H -1.230252 -3.114504 0.359015  0.26
15 H -2.566391 -3.846792 -0.559068  0.22
16 H -2.509717 -3.986770 1.208838  0.23
17 H -5.069456 -2.679961 0.594672  0.44
18 H -5.552369 1.560537 0.973876  0.50
19 O 0.851878 -1.097491 4.539702  -0.68
20 C 0.599350 -0.681021 3.416852  0.79
21 O -0.402721 -1.012049 2.688191  -0.76
22 C 1.543872 0.373537 2.791943  -0.87
23 P 1.631644 0.094672 1.000728  1.14
24 C 2.229423 1.645354 0.271624  -0.40
25 C 1.262967 2.613795 -0.001393  -0.19
26 C 1.645992 3.850510 -0.499459  -0.20
27 C 2.986821 4.124155 -0.731890  -0.21
28 C 3.951416 3.165367 -0.452646  -0.24
29 C 3.574737 1.929793 0.054211  -0.14
30 C 2.955619 -1.117843 0.733049  -0.28
31 C 3.446985 -1.332879 -0.554423  -0.23
32 C 4.395221 -2.315264 -0.787985  -0.21
33 C 4.855581 -3.100608 0.261713  -0.22
34 C 4.361461 -2.900450 1.541462  -0.21
35 C 3.413861 -1.913169 1.780263  -0.21
36 H 2.503603 0.427151 3.303387  0.24
37 H 1.036105 1.337724 2.890170  0.27
38 H 0.214822 2.395496 0.185577  0.27
39 H 0.890209 4.596239 -0.710374  0.22
40 H 3.281934 5.087324 -1.129697  0.21
41 H 4.998309 3.379706 -0.628163  0.21
42 H 4.329104 1.183841 0.273440  0.21
43 H 3.081917 -0.728884 -1.377381  0.22
44 H 4.771499 -2.472201 -1.791071  0.21
45 H 5.594544 -3.870785 0.079198  0.21
46 H 4.709299 -3.515288 2.361797  0.21
47 H 3.025802 -1.778466 2.783025  0.24
48 C -0.424296 1.435584 -3.376522  -0.60
49 C -1.172742 0.832670 -2.185998  -0.27
50 C -2.467591 0.193534 -2.682368  -0.60
51 C -0.274048 -0.178190 -1.452461  -0.63
52 H -1.054030 2.137040 -3.931195  0.20
53 H -0.108784 0.647340 -4.068537  0.19
54 H 0.471051 1.968976 -3.048009  0.20
55 H -1.434438 1.642158 -1.501686  0.22
56 H -2.240467 -0.586671 -3.417421  0.18
57 H -3.114233 0.931215 -3.163994  0.20
58 H -3.035410 -0.266638 -1.875240  0.21
59 H 0.765020 0.077876 -1.689041  0.17
60 H -0.434128 -1.172356 -1.898629  0.18

Forces on atoms 1 to 6 (eV/Å):
0.00 0.10 0.15
-0.01 0.00 0.00
0.00 0.05 -0.03
-0.04 -0.12 0.02
0.01 0.04 0.18
0.03 -0.05 0.02

Properties
**Energy above the lowest of the compared OMol25 structures with the same formula, charge and spin**: 1.2 kcal per mole
**E_HOMO**: -5.543 eV
**Kohn-Sham gap**: 7.9659 eV
**DFT total energy**: -53116.991 eV
**Net charge**: -1
**Strongest force on any atom**: 0.72 eV/A

Density functional theory data (ωB97M-V/def2-TZVPD) for C36H76BeClN4O8 as an isolated structure.

Each line ends with the Löwdin charge.
CARTESIAN COORDINATES (ANGSTROEM)
1 Be 4.511691 3.446868 0.954502  0.80
2 Cl 1.577813 1.289854 0.438878  0.66
3 O 1.701274 -0.140209 0.345773  -0.32
4 O 1.146784 1.656604 1.746808  -0.29
5 O 2.895256 1.875351 0.186926  -0.50
6 O 0.702679 1.799328 -0.584440  -0.33
7 C -3.327624 -0.375831 -2.519700  0.00
8 C -2.964601 0.278652 -1.159809  -0.47
9 C -4.210270 0.512242 -0.306336  -0.13
10 C -4.644825 -0.760634 0.423190  -0.17
11 C -3.516664 -1.319239 1.256883  -0.13
12 C -2.276237 -1.667346 0.407852  -0.47
13 N -1.971983 -0.508641 -0.433475  0.01
14 O -0.857133 -0.743826 -1.220827  0.03
15 C -1.112465 -1.747183 1.416947  0.00
16 C -2.491391 -2.997379 -0.332545  0.00
17 C -2.385973 1.640339 -1.556548  -0.03
18 H -2.444560 -0.453198 -3.154825  0.08
19 H -4.102806 0.147732 -3.072263  0.10
20 H -3.594447 -1.425831 -2.363598  0.08
21 H -4.011524 1.327675 0.394317  0.11
22 H -5.079583 0.803463 -0.896521  0.13
23 H -5.034984 -1.470818 -0.310283  0.11
24 H -5.489254 -0.429811 1.033142  0.12
25 H -3.845897 -2.201461 1.805665  0.14
26 H -3.196148 -0.536494 1.948626  0.10
27 H -0.897024 -0.812115 1.932992  0.08
28 H -1.302104 -2.566504 2.108839  0.10
29 H -0.178745 -1.942379 0.887236  0.05
30 H -1.815178 -3.087021 -1.181996  0.08
31 H -2.229950 -3.834470 0.317686  0.09
32 H -3.548560 -3.089135 -0.572663  0.08
33 H -1.838289 2.114407 -0.731658  0.08
34 H -3.192895 2.360963 -1.702977  0.10
35 H -1.683207 1.690753 -2.386747  0.08
36 H -0.238512 -0.028250 -0.974006  0.07
37 C 1.587412 0.031861 -3.726238  -0.01
38 C 2.904089 0.654579 -4.220914  -0.49
39 C 3.178810 0.102993 -5.623883  -0.13
40 C 2.334510 0.792233 -6.698309  -0.17
41 C 2.664268 2.272244 -6.611029  -0.15
42 C 2.392073 2.964091 -5.267285  -0.50
43 N 2.986998 2.121342 -4.201483  -0.05
44 O 2.619180 2.598847 -2.939034  -0.01
45 C 3.076170 4.309727 -5.262671  -0.04
46 C 0.861575 3.089734 -5.087545  -0.01
47 C 4.030647 0.143351 -3.299896  -0.02
48 H 0.840408 0.159757 -4.518454  0.08
49 H 1.160531 0.445235 -2.814082  0.06
50 H 1.684460 -1.052699 -3.686978  0.10
51 H 4.230226 0.191098 -5.901473  0.13
52 H 2.873438 -0.941319 -5.731591  0.13
53 H 1.274982 0.638860 -6.478477  0.09
54 H 2.512511 0.427983 -7.707966  0.12
55 H 2.279155 2.854871 -7.450919  0.13
56 H 3.750662 2.402254 -6.716880  0.13
57 H 4.169176 4.275527 -5.255577  0.09
58 H 2.836646 4.895115 -6.151659  0.09
59 H 2.851474 4.888346 -4.364367  0.09
60 H 0.347205 2.275503 -5.596113  0.07
61 H 0.459019 3.194692 -4.077964  0.08
62 H 0.500249 4.007015 -5.561920  0.09
63 H 4.250993 -0.913170 -3.437067  0.08
64 H 3.790935 0.271237 -2.238584  0.07
65 H 4.884450 0.812792 -3.418106  0.09
66 H 1.714602 2.265466 -2.828450  0.06
67 C -1.394037 4.316105 6.918886  -0.03
68 C -2.600297 3.938099 6.054418  -0.51
69 C -2.952776 5.185404 5.232066  -0.16
70 C -3.986277 4.936712 4.155197  -0.16
71 C -3.253121 3.944939 3.220490  -0.14
72 C -2.917781 2.584811 3.853037  -0.51
73 N -2.173530 2.918379 5.087652  -0.06
74 O -1.754482 1.727132 5.750686  0.00
75 C -4.205070 1.780051 4.045713  -0.01
76 C -1.949807 1.919356 2.900958  -0.04
77 C -3.799171 3.591543 6.971460  -0.01
78 H -1.725412 4.875106 7.796603  0.09
79 H -0.632177 4.860633 6.368162  0.09
80 H -0.981613 3.406185 7.359007  0.08
81 H -3.430430 5.863525 5.955525  0.12
82 H -2.110911 5.761182 4.849781  0.12
83 H -4.217045 5.785669 3.511281  0.11
84 H -4.934404 4.566474 4.543725  0.10
85 H -2.321044 4.396768 2.880338  0.12
86 H -3.929215 3.807340 2.369837  0.12
87 H -5.023865 2.272969 4.558809  0.07
88 H -4.550238 1.308947 3.120542  0.07
89 H -3.927441 0.862045 4.583991  0.09
90 H -1.548566 0.951391 3.205409  0.08
91 H -2.281929 1.761958 1.867137  0.07
92 H -1.104223 2.591421 2.741011  0.08
93 H -3.608366 2.713816 7.590162  0.09
94 H -4.601732 3.329943 6.279912  0.06
95 H -4.113981 4.449264 7.556237  0.09
96 H -2.538843 1.507717 6.276308  0.08
97 C 0.779090 -4.751198 -0.513634  -0.01
98 C 1.655773 -5.206345 0.650637  -0.49
99 C 2.352743 -6.521596 0.297514  -0.14
100 C 3.535999 -6.361879 -0.652208  -0.18
101 C 4.536979 -5.310843 -0.177005  -0.13
102 C 3.847577 -3.988448 0.189289  -0.50
103 N 2.705567 -4.246958 1.056102  -0.05
104 O 2.163377 -3.062320 1.533576  0.03
105 C 4.884942 -3.218656 1.013280  -0.04
106 C 3.589105 -3.178198 -1.112615  0.00
107 C 0.813907 -5.459694 1.907916  -0.02
108 H 1.211847 -4.750363 -1.509175  0.08
109 H 0.391374 -3.742091 -0.320073  0.06
110 H -0.172454 -5.289616 -0.475447  0.09
111 H 2.656179 -6.995451 1.234278  0.13
112 H 1.665632 -7.208553 -0.200740  0.13
113 H 3.244793 -6.132277 -1.680967  0.11
114 H 3.983003 -7.358305 -0.689212  0.12
115 H 5.256001 -5.178130 -0.984742  0.13
116 H 5.036943 -5.717319 0.704526  0.13
117 H 5.039149 -3.598758 2.022142  0.09
118 H 5.873254 -3.237291 0.539179  0.09
119 H 4.753449 -2.132183 1.055439  0.08
120 H 3.153965 -3.912804 -1.795540  0.07
121 H 2.842621 -2.383016 -1.045145  0.07
122 H 4.513985 -2.828287 -1.561088  0.09
123 H 1.461448 -5.415013 2.788742  0.10
124 H 0.488107 -6.501560 1.926644  0.09
125 H -0.000096 -4.775031 2.138080  0.07
126 H 2.203947 -2.438723 0.785759  0.07

Forces on atoms 1 to 6 (eV/Å):
-1.19 -1.00 -0.45
-0.02 -0.05 1.12
-0.04 0.04 -0.49
-0.14 0.13 -0.29
1.78 0.91 0.07
-0.36 -0.37 -0.19

Properties
**Energy above the lowest of the compared OMol25 structures with the same formula, charge and spin**: 0.0 kcal per mole
**E_HOMO**: -10.257 eV
**Kohn-Sham gap**: 1.8460 eV
**DFT total energy**: -73803.371 eV
**Net charge**: +1
**Strongest force on any atom**: 2.61 eV/A